{"formula": "C7H15N2O8S3", "method": "ωB97M-V/def2-TZVPD", "fmax_ev_per_a": 0.59, "e_lumo_ev": 2.5, "total_energy_ha": -2181.8156, "charge": -1, "orbital_gap_ev": 8.55, "e_above_lowest_kj_mol": 0.0, "symbols": ["N", "C", "O", "C", "C", "S", "O", "O", "N", "S", "O", "O", "C", "C", "C", "C", "S", "O", "O", "O", "H", "H", "H", "H", "H", "H", "H", "H", "H", "H", "H", "H", "H", "H", "H"], "positions_angstrom": [[-2.13639, -1.28850, -1.87230], [-1.42970, -2.28373, -2.53874], [-1.38779, -2.34245, -3.74298], [-0.81323, -3.35310, -1.65751], [0.07317, -2.85831, -0.51474], [1.48763, -1.89464, -1.02567], [2.43870, -1.96058, 0.07349], [1.93529, -2.43937, -2.28395], [0.69467, -0.50396, -1.11753], [1.37902, 0.86717, -1.59043], [2.64830, 0.67578, -2.25246], [0.35770, 1.62796, -2.27863], [1.74237, 1.83547, -0.09353], [1.63457, 1.12262, 1.24884], [0.20315, 0.77496, 1.69990], [-0.36527, 1.69483, 2.79207], [-1.41405, 2.99076, 2.21894], [-1.57618, 3.94188, 3.27930], [-1.05398, 3.43267, 0.90242], [-2.77785, 2.17148, 2.05020], [-1.54028, -0.80424, -1.20644], [-2.45950, -0.62510, -2.56849], [-1.63010, -3.92412, -1.20805], [-0.26514, -4.00778, -2.33391], [0.47545, -3.71701, 0.02687], [-0.50047, -2.24467, 0.17924], [2.77424, 2.15502, -0.24858], [1.10914, 2.72099, -0.12920], [2.06819, 1.79238, 2.00234], [2.25728, 0.23484, 1.23403], [0.19579, -0.23639, 2.10964], [-0.45525, 0.77835, 0.83292], [-0.98182, 1.11970, 3.48424], [0.39699, 2.20464, 3.38418], [-3.08465, 2.34244, 1.14453]], "lowdin_charge": [0.13, -0.55, 0.07, -0.15, -0.26, 0.52, -0.36, -0.31, -0.35, 0.52, -0.34, -0.35, -0.23, -0.21, -0.21, -0.24, 0.59, -0.29, -0.27, -0.16, 0.06, 0.10, 0.12, 0.11, 0.10, 0.08, 0.09, 0.08, 0.11, 0.09, 0.11, 0.09, 0.10, 0.10, 0.10]}